{
  "formula": "C5H6O2",
  "method": "ωB97M-V with the def2-TZVPD basis set",
  "species": ["O", "C", "C", "O", "C", "C", "C", "H", "H", "H", "H", "H", "H"],
  "positions_angstrom": [[1.9354, -0.7790, 0.8705], [0.6002, -0.4707, 0.6748], [0.2357, 1.0091, 0.2979], [0.6912, 0.7114, -1.0558], [0.0719, -0.5775, -0.7896], [-1.3900, -0.2126, -0.5874], [-1.2784, 0.8869, 0.1644], [2.3413, -0.9094, 0.0088], [0.0048, -0.9275, 1.4662], [0.7027, 1.8751, 0.7691], [0.3763, -1.3781, -1.4681], [-2.2547, -0.7499, -0.9561], [-2.0365, 1.5223, 0.6054]],
  "forces_ev_per_angstrom": [[0.181, -0.176, 0.034], [-0.457, 0.010, -0.021], [0.054, 0.282, 0.266], [0.115, -0.005, -0.017], [-0.053, -0.420, -0.167], [-0.032, 0.095, 0.045], [-0.033, -0.060, -0.063], [0.194, 0.251, -0.013], [0.034, 0.023, -0.045], [-0.098, -0.132, -0.129], [-0.132, 0.116, 0.083], [0.103, 0.126, 0.098], [0.124, -0.110, -0.072]],
  "energy_ha": -344.4998,
  "e_homo_ev": -9.67,
  "e_above_lowest_ev": 2.778,
  "e_lumo_ev": 1.0,
  "gap_ha": 0.393
}